Record 1
Density functional theory data (the ωB97M-V functional and the def2-TZVPD basis) for a molecular structure, C35H53AsN4OP2STa in a non-equilibrium geometry.

Output
Net charge: +3
LUMO energy (eV): -9.19

Structure (XYZ):
```
98
C35H53AsN4OP2STa the ωB97M-V functional and the def2-TZVPD basis
Ta -0.173 -0.048 -0.232
C -0.999 4.509 2.573
C -1.408 3.594 1.401
C -1.398 4.367 0.074
P -0.448 2.014 1.450
C -0.655 1.285 3.139
C -2.112 1.412 3.604
C 0.341 1.784 4.190
C 1.300 2.339 1.123
C 1.935 3.579 0.972
C 3.282 3.626 0.673
C 4.009 2.444 0.488
C 3.394 1.215 0.614
C 2.041 1.171 0.952
N 1.327 -0.068 1.105
C 1.862 -1.004 2.052
C 2.898 -0.685 2.926
C 3.399 -1.665 3.772
C 2.869 -2.949 3.767
C 1.796 -3.238 2.941
C 1.288 -2.263 2.085
P -0.263 -2.474 1.196
C -1.414 -2.758 2.664
C -2.753 -2.027 2.623
C -1.636 -4.226 3.041
C -0.021 -4.027 0.263
C 1.040 -3.803 -0.825
C -1.342 -4.590 -0.256
H -1.475 5.477 2.422
H 0.074 4.678 2.635
H -1.334 4.134 3.535
H -2.438 3.274 1.590
H -0.398 4.501 -0.338
H -1.814 5.357 0.263
H -2.014 3.898 -0.684
H -0.434 0.225 2.974
H -2.348 2.425 3.926
H -2.274 0.760 4.462
H -2.835 1.131 2.835
H 0.210 2.838 4.424
H 1.374 1.626 3.879
H 0.183 1.222 5.111
H 1.392 4.502 1.103
H 3.779 4.583 0.590
H 5.063 2.496 0.245
H 3.946 0.295 0.470
H 3.321 0.308 2.961
H 4.211 -1.416 4.443
H 3.275 -3.711 4.418
H 1.351 -4.225 2.977
H -0.806 -2.307 3.450
H -3.473 -2.548 1.989
H -2.666 -0.996 2.283
H -3.181 -2.010 3.627
H -2.391 -4.696 2.414
H -2.015 -4.255 4.064
H -0.734 -4.836 3.021
H 0.381 -4.728 0.997
H 0.973 -2.812 -1.290
H 0.928 -4.543 -1.618
H 2.047 -3.899 -0.422
H -1.861 -3.864 -0.881
H -2.008 -4.891 0.550
H -1.166 -5.472 -0.872
O 1.444 0.123 -1.445
N 1.709 1.062 -2.369
C 2.942 1.045 -2.926
C 3.248 1.972 -3.881
C 2.279 2.913 -4.253
C 1.035 2.898 -3.663
C 0.747 1.941 -2.690
S -0.761 1.762 -1.877
H 3.603 0.272 -2.565
H 4.231 1.964 -4.329
H 2.505 3.651 -5.011
H 0.267 3.609 -3.937
C -1.555 -3.160 -3.325
As -1.050 -1.373 -2.757
C 0.355 -1.083 -4.061
C -2.576 -0.423 -3.507
H -1.723 -3.067 -4.397
H -2.478 -3.496 -2.858
H -0.762 -3.881 -3.144
H 0.076 -1.616 -4.968
H 1.302 -1.472 -3.692
H 0.448 -0.027 -4.299
H -3.272 -1.160 -3.904
H -2.231 0.217 -4.317
H -3.080 0.191 -2.766
N -3.143 -1.288 -0.334
C -4.447 -0.997 -0.395
C -4.574 0.369 -0.241
C -3.271 0.828 -0.081
N -2.391 -0.186 -0.122
H -2.709 -2.197 -0.368
H -5.187 -1.769 -0.539
H -5.482 0.946 -0.249
H -2.928 1.841 0.043
```

Record 2
Density functional theory data (the ωB97M-V functional and the def2-TZVPD basis) for 3 unconnected molecules or ions with the total composition C35H53BrN3O8 in a non-equilibrium geometry.

Output
Net charge: -1
LUMO energy (eV): 1.53

Structure (XYZ):
```
100
C35H53BrN3O8 the ωB97M-V functional and the def2-TZVPD basis
C 2.694 -3.225 -1.378
C 2.350 -3.174 -2.854
O 0.991 -2.825 -3.053
C 0.880 -1.459 -3.402
C -0.548 -0.987 -3.342
C -1.593 -1.866 -3.077
C -2.907 -1.414 -3.005
C -4.001 -2.435 -2.676
O -4.567 -2.995 -3.627
O -4.193 -2.568 -1.444
C -3.223 -0.065 -3.186
C -4.673 0.379 -3.112
C -5.195 0.565 -4.532
O -4.925 -0.127 -5.430
Br -6.423 2.085 -4.855
C -2.170 0.827 -3.416
C -0.846 0.376 -3.510
C 0.215 1.384 -3.780
O 1.160 1.169 -4.513
C 0.016 2.697 -3.088
C 1.149 3.505 -2.482
C 2.549 2.921 -2.695
C 3.133 3.287 -4.066
C 3.960 2.202 -4.709
O 4.553 2.379 -5.729
O 4.021 0.979 -4.089
C -1.250 3.118 -3.001
N -1.594 4.329 -2.342
C -1.721 4.180 -1.076
C -1.263 5.258 -0.139
C -2.365 2.975 -0.438
C -2.371 2.292 -3.561
O -3.356 2.796 -4.038
H 3.661 -3.689 -1.191
H 1.937 -3.801 -0.846
H 2.736 -2.232 -0.932
H 3.023 -2.462 -3.341
H 2.527 -4.143 -3.324
H 1.439 -0.874 -2.654
H 1.353 -1.231 -4.357
H -1.337 -2.902 -2.910
H -4.786 1.298 -2.549
H -5.233 -0.460 -2.700
H 0.978 3.509 -1.404
H 1.093 4.542 -2.815
H 2.468 1.844 -2.596
H 3.236 3.221 -1.903
H 3.754 4.177 -3.998
H 2.299 3.469 -4.740
H 3.396 0.382 -4.521
H -1.192 6.221 -0.633
H -0.319 4.947 0.305
H -1.976 5.319 0.686
H -3.444 3.113 -0.402
H -2.007 2.909 0.590
H -2.124 2.023 -0.908
C -2.778 -0.314 1.452
C -2.765 0.565 2.694
N -4.033 0.585 3.401
C -4.105 1.612 4.422
C -3.157 1.511 5.624
C -4.562 -0.716 3.775
C -3.698 -1.615 4.670
H -3.577 -0.025 0.769
H -1.830 -0.219 0.920
H -2.901 -1.369 1.694
H -2.541 1.589 2.381
H -1.930 0.249 3.341
H -5.135 1.668 4.788
H -3.926 2.575 3.930
H -3.472 0.741 6.328
H -3.154 2.459 6.168
H -2.129 1.307 5.322
H -4.784 -1.265 2.858
H -5.537 -0.571 4.248
H -2.653 -1.627 4.358
H -4.063 -2.643 4.613
H -3.743 -1.319 5.717
C 5.443 -0.413 2.286
C 4.258 -1.147 2.896
N 4.098 -2.497 2.392
C 2.829 -3.101 2.768
C 2.570 -3.358 4.258
C 5.258 -3.362 2.510
C 5.839 -3.608 3.910
H 5.377 -0.401 1.197
H 5.454 0.620 2.637
H 6.395 -0.862 2.571
H 3.354 -0.586 2.645
H 4.349 -1.116 3.994
H 2.707 -4.041 2.223
H 2.029 -2.456 2.392
H 3.130 -4.217 4.627
H 1.512 -3.579 4.411
H 2.814 -2.493 4.875
H 6.052 -2.948 1.883
H 5.021 -4.323 2.047
H 5.900 -2.692 4.499
H 6.853 -4.003 3.820
H 5.261 -4.341 4.471
```

Record 3
Density functional theory data (the ωB97M-V functional and the def2-TZVPD basis) for a molecular structure, C35H53BrN4ORuS3Si2 in a non-equilibrium geometry.

Output
Net charge: -1
⟨S²⟩: 0.757
LUMO energy (alpha / beta) (eV): 2.28 / 2.11
Spin multiplicity: 2

Structure (XYZ):
```
100
C35H53BrN4ORuS3Si2 the ωB97M-V functional and the def2-TZVPD basis
Ru -0.463 -0.503 -1.879
C 2.655 -4.849 -3.791
C 1.164 -4.705 -4.054
N 0.842 -3.498 -4.811
C 1.360 -3.427 -6.182
C 2.541 -2.483 -6.349
C 0.065 -2.507 -4.340
S -0.628 -2.629 -2.742
N -0.214 -1.535 -5.203
C -0.412 -0.267 -4.876
O -0.110 0.291 -3.795
C -0.959 0.620 -5.956
C -1.335 1.918 -5.624
C -1.863 2.758 -6.594
C -2.018 2.308 -7.898
C -1.645 1.012 -8.231
C -1.119 0.170 -7.262
H 2.839 -5.755 -3.210
H 3.024 -3.996 -3.218
H 3.227 -4.923 -4.717
H 0.622 -4.666 -3.116
H 0.790 -5.567 -4.616
H 0.546 -3.119 -6.836
H 1.645 -4.445 -6.457
H 2.252 -1.467 -6.088
H 2.876 -2.489 -7.389
H 3.378 -2.774 -5.713
H -1.220 2.243 -4.597
H -2.161 3.765 -6.329
H -2.431 2.965 -8.654
H -1.767 0.656 -9.247
H -0.827 -0.844 -7.502
S -0.343 1.732 2.078
C -1.961 1.950 1.322
C -3.001 2.451 2.120
C -4.296 2.627 1.676
C -5.304 3.091 2.594
N -6.106 3.468 3.328
C -4.586 2.338 0.336
C -3.547 1.968 -0.493
C -2.220 1.798 -0.053
S -1.095 1.637 -1.417
C -5.923 2.473 -0.186
N -6.987 2.584 -0.609
H -2.792 2.723 3.137
H -3.747 1.806 -1.543
C 2.329 0.890 -0.470
Si 1.839 -0.575 -1.532
C 2.389 -2.230 -0.808
C 2.864 -0.363 -3.120
H 3.419 0.964 -0.363
H 1.852 0.868 0.510
H 1.949 1.793 -0.956
H 3.457 -2.404 -0.983
H 1.814 -3.025 -1.290
H 2.191 -2.307 0.262
H 3.665 -1.109 -3.178
H 3.323 0.631 -3.141
H 2.251 -0.453 -4.018
C 0.941 2.164 6.512
C 0.270 2.413 5.155
C -1.167 3.007 5.233
C 1.124 3.496 4.459
Si 0.027 0.825 4.012
Br -1.235 -1.331 0.369
C 1.681 -0.084 3.688
C 2.007 -0.814 5.015
C 2.860 0.850 3.399
C 1.613 -1.134 2.576
C -1.381 -0.386 4.538
C -1.422 -0.364 6.080
C -1.189 -1.844 4.100
C -2.742 0.050 3.987
H 0.929 3.091 7.098
H 1.987 1.874 6.398
H 0.427 1.404 7.108
H -1.109 4.094 5.290
H -1.813 2.600 6.008
H -1.510 2.600 4.265
H 1.160 4.359 5.140
H 0.702 3.843 3.524
H 2.150 3.186 4.283
H 2.091 -0.136 5.866
H 2.978 -1.314 4.906
H 1.278 -1.586 5.259
H 3.073 1.516 4.233
H 2.708 1.444 2.494
H 3.754 0.234 3.241
H 0.830 -1.874 2.717
H 2.575 -1.663 2.544
H 1.450 -0.683 1.597
H -0.485 -0.708 6.525
H -2.212 -1.042 6.426
H -1.653 0.626 6.477
H -0.288 -2.308 4.499
H -1.194 -1.945 3.014
H -2.043 -2.414 4.485
H -2.993 1.081 4.227
H -3.514 -0.591 4.429
H -2.753 -0.118 2.899
```

Energy above the lowest of the compared OMol25 structures with the same formula, charge and spin: 0.00; 0.00; 136.64 (kJ/mol)
DFT total energy: -136944.06813; -128048.13842; -166055.01469 (eV)